Entry from OMol25: a 10-piece molecular cluster, C28H80N16O13 overall in a non-equilibrium geometry (the ωB97M-V functional and the def2-TZVPD basis).

Computed properties:
SMILES string: COC[C@H](C)N.COCCNCCOC.COCCNCCOC.COCCNCCOC.NC(N)=O.NC(N)=O.NC(N)=O.NC(N)=O.NC(N)=O.NC(N)=O
DFT total energy: -2969.0787 hartree
HOMO level: -8.45 eV
charge: 0
lowest unoccupied orbital energy: 0.00794 Eh
largest force on an atom: 2.9 eV/Å

Last column: Mulliken charge in e.
Geometry (Å):
1 C -4.83 0.65 -4.90  -0.9034
2 O -3.66 0.85 -4.13  -0.3321
3 C -2.61 1.56 -4.73  -0.9803
4 C -1.48 0.67 -5.28  1.5477
5 C -0.08 1.23 -5.17  -0.8874
6 N -1.89 0.36 -6.68  -0.6805
7 H -5.01 -0.43 -5.00  0.3250
8 H -4.85 1.06 -5.91  0.4195
9 H -5.71 1.01 -4.37  0.2445
10 H -3.00 2.30 -5.44  0.4088
11 H -2.24 2.18 -3.91  -0.1546
12 H -1.58 -0.24 -4.69  -0.3103
13 H 0.70 0.56 -5.52  0.1721
14 H 0.16 1.52 -4.15  -0.0765
15 H -0.04 2.10 -5.84  0.5529
16 H -2.89 0.50 -6.66  0.3111
17 H -1.47 1.10 -7.24  0.3040
18 C 3.08 2.16 -4.50  -1.0137
19 O 2.85 1.90 -3.14  -0.3639
20 C 3.48 0.66 -2.73  -0.9798
21 C 3.31 0.51 -1.20  0.7308
22 N 3.31 1.77 -0.49  -0.2295
23 C 2.89 1.70 0.91  0.2070
24 C 4.00 1.19 1.84  -0.6284
25 O 3.58 1.52 3.15  -0.2418
26 C 4.55 1.30 4.15  -0.9015
27 H 3.04 1.25 -5.10  0.3819
28 H 4.07 2.58 -4.70  0.2737
29 H 2.39 2.91 -4.89  0.3170
30 H 4.55 0.70 -2.97  0.4813
31 H 3.04 -0.18 -3.28  0.3317
32 H 4.09 -0.16 -0.84  0.4945
33 H 2.31 0.07 -1.08  -0.7770
34 H 2.64 2.35 -0.97  0.0780
35 H 1.98 1.09 0.98  -0.4809
36 H 2.49 2.65 1.28  0.5008
37 H 4.90 1.73 1.55  0.4421
38 H 4.05 0.12 1.63  0.1301
39 H 4.62 2.20 4.76  0.2890
40 H 5.59 1.18 3.83  0.3627
41 H 4.28 0.51 4.86  0.2651
42 C 4.82 -6.29 6.59  -0.6470
43 O 4.74 -4.98 6.09  -0.3284
44 C 5.24 -4.75 4.78  -0.6945
45 C 4.36 -3.67 4.16  -0.3495
46 N 3.11 -4.25 3.66  -0.3202
47 C 2.22 -3.20 3.14  -0.9322
48 C 2.56 -2.66 1.76  0.6719
49 O 2.19 -3.59 0.75  -0.4943
50 C 2.18 -3.03 -0.54  -0.3113
51 H 5.46 -6.83 5.89  0.3489
52 H 3.83 -6.73 6.72  0.2234
53 H 5.25 -6.38 7.59  0.2253
54 H 5.16 -5.67 4.21  0.4297
55 H 6.23 -4.29 4.78  0.2585
56 H 4.92 -3.22 3.34  0.3836
57 H 4.14 -2.88 4.88  0.2915
58 H 2.56 -4.64 4.42  0.2591
59 H 2.01 -2.36 3.82  0.3975
60 H 1.25 -3.70 3.03  0.2380
61 H 3.65 -2.54 1.67  0.1487
62 H 2.08 -1.69 1.57  -0.2328
63 H 1.89 -1.98 -0.55  -0.1525
64 H 1.45 -3.48 -1.20  0.4088
65 H 3.19 -3.18 -0.95  0.3128
66 C -1.35 3.50 5.22  -0.6679
67 O -2.29 3.11 4.27  -0.4167
68 C -1.85 3.43 2.91  -0.7614
69 C -2.82 2.66 1.98  0.0766
70 N -2.91 3.50 0.79  -0.2011
71 C -3.22 2.79 -0.48  0.2723
72 C -3.67 3.75 -1.57  -0.1458
73 O -4.93 4.35 -1.31  -0.4091
74 C -5.82 4.32 -2.41  -0.6860
75 H -1.21 4.59 5.13  0.3030
76 H -0.41 2.95 5.09  0.2337
77 H -1.70 3.48 6.25  0.2144
78 H -0.81 3.12 2.82  0.3648
79 H -1.99 4.51 2.91  0.5826
80 H -3.82 2.56 2.41  0.3840
81 H -2.58 1.60 1.91  -0.2972
82 H -3.70 4.12 0.92  0.3044
83 H -3.86 1.92 -0.28  0.6106
84 H -2.23 2.42 -0.75  -0.6209
85 H -3.69 3.21 -2.52  0.0019
86 H -2.95 4.54 -1.78  0.1746
87 H -5.39 4.90 -3.23  0.3197
88 H -6.78 4.74 -2.11  0.2834
89 H -5.98 3.31 -2.81  0.2172
90 N 1.67 -3.45 -5.26  -0.4294
91 C 0.57 -2.64 -5.38  0.6753
92 N 0.63 -1.90 -6.53  -0.3685
93 O -0.39 -2.73 -4.64  -0.6037
94 H 1.77 -3.98 -4.41  0.2358
95 H 2.43 -3.39 -5.90  0.1411
96 H 1.50 -1.72 -6.99  0.1703
97 H -0.24 -1.45 -6.77  0.2278
98 N -0.64 -1.76 4.87  -0.4270
99 C -1.04 -0.80 4.04  0.1934
100 N -0.86 0.45 4.55  -0.2438
101 O -1.39 -1.02 2.88  -0.6459
102 H -0.54 -1.51 5.84  0.1535
103 H -0.81 -2.69 4.51  0.2830
104 H -1.18 1.18 3.94  0.0899
105 H -0.25 0.58 5.34  0.2003
106 N -0.28 -0.40 -2.04  0.7244
107 C -1.15 -0.48 -0.98  0.0957
108 N -0.62 0.02 0.16  2.0516
109 O -2.15 -1.19 -0.95  -0.8895
110 H -0.74 -0.67 -2.90  -0.4254
111 H 0.32 0.41 -2.03  -0.2569
112 H -1.02 -0.37 1.00  -0.5636
113 H 0.17 0.64 0.20  -0.6479
114 N -5.12 -0.10 2.88  -0.3348
115 C -5.05 -0.49 1.57  0.5901
116 N -3.87 -1.07 1.29  0.1705
117 O -5.94 -0.39 0.74  -0.7147
118 H -5.96 0.39 3.13  0.2150
119 H -4.35 -0.20 3.52  0.1724
120 H -3.10 -1.02 1.94  -0.0115
121 H -3.71 -1.37 0.34  0.0458
122 N -0.56 4.72 -0.69  -0.3279
123 C 0.31 3.75 -0.99  0.4813
124 N 0.92 3.90 -2.17  -0.2205
125 O 0.49 2.72 -0.34  -0.3223
126 H -0.67 5.37 -1.45  0.1210
127 H -1.10 4.83 0.15  0.2205
128 H 1.53 3.19 -2.55  0.1225
129 H 0.91 4.81 -2.60  0.2268
130 N -0.67 -4.96 0.95  -0.2536
131 C -2.04 -4.95 1.01  0.3656
132 N -2.48 -3.84 0.36  -0.1152
133 O -2.75 -5.71 1.64  -0.6951
134 H -0.21 -5.74 1.38  0.2588
135 H -0.24 -4.07 0.82  0.0720
136 H -1.78 -3.22 -0.02  0.1062
137 H -3.45 -3.82 0.11  0.1847

***

Entry from OMol25: a 13-piece molecular cluster, C28H81N10O13 overall in a non-equilibrium geometry (the ωB97M-V functional and the def2-TZVPD basis).

Computed properties:
DFT total energy: -2641.3320 hartree
HOMO level: -6.15 eV
charge: -1
lowest unoccupied orbital energy: 0.06350 Eh
largest force on an atom: 3.1 eV/Å

Last column: Mulliken charge in e.
Geometry (Å):
1 C -0.70 0.56 0.64  -1.2124
2 C -0.02 0.65 -0.73  1.2866
3 C 0.07 -0.76 -1.45  0.6740
4 O -0.44 1.65 -1.56  0.8704
5 H -0.01 0.24 1.43  0.2886
6 H -1.64 0.01 0.70  0.5238
7 H -0.94 1.60 0.89  0.1878
8 H 1.06 0.72 -0.50  -0.8686
9 H 0.81 -0.92 -2.24  0.4047
10 H -0.91 -1.05 -1.84  -0.4435
11 H 0.18 -1.49 -0.65  -0.7348
12 C 0.10 -3.74 2.44  0.4377
13 O -0.78 -4.36 1.84  -0.7087
14 N 0.62 -2.63 1.85  0.0124
15 N 0.67 -4.15 3.60  -0.3741
16 H 1.25 -2.02 2.34  -0.0308
17 H 0.28 -2.36 0.95  -0.4410
18 H 0.50 -5.11 3.84  0.2551
19 H 1.53 -3.75 3.93  0.1752
20 C -0.25 -1.11 -6.28  0.4474
21 O -0.67 -2.12 -6.84  -0.7022
22 N -0.77 -0.69 -5.07  -0.0391
23 N 0.78 -0.34 -6.68  -0.2904
24 H -0.29 0.01 -4.52  0.2380
25 H -1.70 -0.95 -4.78  0.0749
26 H 0.86 0.57 -6.25  0.2038
27 H 1.41 -0.60 -7.42  0.2011
28 C -0.68 5.15 -1.71  0.2640
29 O -0.97 6.35 -1.75  -0.7663
30 N -1.26 4.27 -0.88  -0.0830
31 N 0.20 4.60 -2.59  -0.0885
32 H -1.09 3.29 -1.10  -0.3120
33 H -1.72 4.67 -0.08  0.2141
34 H 0.25 3.58 -2.60  0.1065
35 H 0.54 4.99 -3.44  0.2305
36 C 4.46 1.50 1.55  0.2593
37 O 5.41 0.99 2.15  -0.7212
38 N 4.60 2.54 0.68  -0.2235
39 N 3.18 1.05 1.64  0.3440
40 H 5.49 3.01 0.67  0.2513
41 H 3.80 3.12 0.45  0.2772
42 H 2.43 1.59 1.24  -0.3777
43 H 2.94 0.24 2.18  0.1530
44 C -3.82 2.05 -3.52  0.3345
45 O -4.68 1.97 -4.40  -0.7585
46 N -4.02 2.50 -2.26  -0.2220
47 N -2.51 1.76 -3.79  -0.0107
48 H -4.95 2.71 -1.97  0.2093
49 H -3.23 2.45 -1.63  0.1526
50 H -2.23 1.43 -4.69  0.1631
51 H -1.86 1.65 -3.02  -0.0197
52 C 2.67 2.54 -3.07  -0.7903
53 C 2.03 1.92 -4.34  -0.4149
54 O 0.63 1.82 -4.21  -0.5692
55 H 2.00 2.35 -2.24  -0.0775
56 H 2.90 3.59 -3.25  0.3386
57 H 3.70 2.18 -2.91  0.4515
58 H 2.46 0.92 -4.48  0.3805
59 H 2.29 2.58 -5.17  0.3453
60 H 0.34 1.49 -3.33  -0.3091
61 C -6.34 -1.71 -2.43  -1.3816
62 C -4.96 -2.06 -3.02  0.4903
63 C -3.82 -1.40 -2.27  -0.9422
64 O -4.82 -3.47 -2.75  -0.5443
65 H -6.64 -0.68 -2.65  0.3032
66 H -6.32 -1.92 -1.36  0.3533
67 H -7.09 -2.33 -2.93  0.4264
68 H -4.89 -1.84 -4.09  0.2011
69 H -2.91 -1.57 -2.84  -0.0335
70 H -3.67 -1.91 -1.32  0.4766
71 H -3.94 -0.34 -2.04  0.2727
72 H -5.64 -3.88 -3.03  0.3031
73 C -5.20 2.24 4.02  -1.4468
74 C -4.29 1.06 3.76  0.8059
75 C -2.80 1.45 3.78  -1.0490
76 O -4.40 0.08 4.76  -0.6305
77 H -6.27 2.00 4.03  0.3969
78 H -5.05 2.92 3.18  0.3484
79 H -4.90 2.76 4.93  0.3129
80 H -4.50 0.66 2.76  0.1182
81 H -2.40 1.51 4.79  0.4231
82 H -2.78 2.45 3.33  0.4012
83 H -2.13 0.84 3.17  -0.0867
84 H -3.57 -0.28 5.13  0.4266
85 C 5.51 -3.17 -0.21  -1.5041
86 C 4.88 -1.97 0.47  0.5610
87 C 3.50 -1.68 -0.03  0.7248
88 O 4.81 -2.24 1.88  -0.6657
89 H 4.86 -4.03 -0.39  0.2007
90 H 6.39 -3.48 0.36  0.4147
91 H 5.94 -2.93 -1.19  0.3674
92 H 5.54 -1.11 0.31  0.1332
93 H 2.74 -2.43 0.19  -0.1475
94 H 3.60 -1.36 -1.07  0.4563
95 H 3.08 -0.79 0.46  -0.6899
96 H 4.64 -1.44 2.38  0.3079
97 C -0.23 -0.70 4.86  -1.1405
98 C -0.92 -1.39 6.03  0.4462
99 C -0.05 -1.24 7.29  -1.4494
100 O -2.27 -0.89 6.24  -0.5226
101 H -0.68 -0.78 3.88  0.0551
102 H 0.76 -1.16 4.86  0.4013
103 H -0.07 0.35 5.09  0.5330
104 H -1.10 -2.44 5.78  0.1905
105 H 0.88 -1.80 7.15  0.3712
106 H -0.49 -1.66 8.19  0.4470
107 H 0.17 -0.18 7.41  0.3377
108 H -2.57 -1.37 7.02  0.2815
109 C 1.81 -3.93 -2.55  -0.3584
110 C 1.92 -5.42 -2.26  0.3659
111 C 1.63 -5.74 -0.76  -1.4917
112 O 1.01 -6.14 -3.08  -0.5840
113 H 0.80 -3.58 -2.34  0.0542
114 H 2.16 -3.83 -3.58  0.4447
115 H 2.48 -3.41 -1.87  -0.0561
116 H 2.90 -5.82 -2.51  0.1948
117 H 0.75 -5.20 -0.43  0.4074
118 H 2.50 -5.57 -0.13  0.3064
119 H 1.39 -6.81 -0.73  0.4706
120 H 0.40 -6.64 -2.53  0.3277
121 C 0.76 3.72 2.39  -1.1834
122 C 1.62 4.61 1.46  0.7157
123 C 2.79 5.13 2.34  -1.5726
124 O 2.01 3.83 0.35  -0.6649
125 H -0.12 3.43 1.82  0.0749
126 H 0.61 4.38 3.25  0.5830
127 H 1.30 2.87 2.79  0.2019
128 H 0.98 5.46 1.19  0.3474
129 H 3.36 5.89 1.80  0.3800
130 H 3.49 4.31 2.48  0.3434
131 H 2.40 5.61 3.24  0.4324
132 H 1.18 3.45 0.03  0.0391

***

Entry from OMol25: a 11-piece molecular cluster, C28H81N3O11 overall in a non-equilibrium geometry (the ωB97M-V functional and the def2-TZVPD basis).

Computed properties:
ΔE to the lowest compared entry with this formula, charge and spin: 1.637 eV
SMILES string: COC[C@H](C)N.COC[C@H](C)N.COC[C@H](C)N.CCO.CCO.CCO.CCO.CCO.CCO.CCO.CCO
DFT total energy: -2107.1257 hartree
HOMO level: -9.06 eV
charge: 0
lowest unoccupied orbital energy: 0.00842 Eh
largest force on an atom: 2.3 eV/Å

Last column: Mulliken charge in e.
Geometry (Å):
1 C -24.00 -0.82 10.30  -0.7798
2 O -23.18 -1.93 9.89  -0.2329
3 C -21.87 -1.59 10.22  -0.8648
4 C -21.03 -2.85 9.93  2.1829
5 C -21.45 -3.96 10.85  -1.5948
6 N -19.61 -2.69 10.13  -0.4903
7 H -23.78 0.11 9.72  0.2563
8 H -23.80 -0.65 11.36  0.3558
9 H -25.01 -1.20 10.13  0.2407
10 H -21.58 -0.64 9.70  0.2889
11 H -21.80 -1.44 11.33  0.4741
12 H -21.18 -3.06 8.87  -1.4090
13 H -21.08 -3.74 11.86  0.5742
14 H -21.23 -4.98 10.55  0.1968
15 H -22.56 -3.91 10.95  0.2664
16 H -19.25 -1.76 9.95  0.1977
17 H -19.35 -2.89 11.08  0.2555
18 C -21.08 -6.76 6.17  -0.6358
19 O -22.21 -7.00 6.93  -0.4460
20 C -22.14 -6.30 8.18  -0.2721
21 C -23.27 -6.90 9.01  0.4347
22 C -22.95 -8.40 9.37  -1.4288
23 N -24.60 -6.70 8.42  -0.6678
24 H -21.26 -7.05 5.14  0.3957
25 H -20.26 -7.36 6.54  0.3540
26 H -20.71 -5.74 6.22  0.0462
27 H -21.17 -6.61 8.56  0.2436
28 H -22.12 -5.22 8.03  0.1523
29 H -23.28 -6.40 9.96  0.2829
30 H -22.03 -8.47 9.91  0.3578
31 H -22.84 -9.02 8.47  0.2660
32 H -23.75 -8.84 10.04  0.3663
33 H -24.77 -7.23 7.57  0.2923
34 H -24.73 -5.71 8.23  0.2365
35 C -20.12 0.83 7.13  -0.4811
36 O -20.42 1.25 5.86  -0.3893
37 C -19.23 1.22 5.05  -0.1190
38 C -19.54 1.89 3.75  0.2014
39 C -20.61 1.14 2.96  -1.1006
40 N -18.36 2.07 2.96  -0.6844
41 H -19.57 -0.11 7.11  0.1819
42 H -21.09 0.66 7.67  -0.0100
43 H -19.46 1.51 7.70  0.4920
44 H -18.45 1.80 5.58  0.4151
45 H -18.87 0.21 5.00  -0.0457
46 H -19.90 2.89 4.00  0.2124
47 H -20.89 1.58 2.00  0.3867
48 H -21.52 1.16 3.57  0.2794
49 H -20.34 0.08 2.81  0.1763
50 H -17.57 2.36 3.49  0.2646
51 H -18.11 1.21 2.49  0.2506
52 C -17.67 -6.81 10.99  -0.7411
53 C -17.91 -6.09 12.31  -0.0045
54 O -17.97 -7.03 13.43  -0.5508
55 H -16.68 -7.27 11.10  0.3922
56 H -17.75 -6.22 10.07  0.0196
57 H -18.42 -7.58 10.98  0.3455
58 H -18.91 -5.64 12.42  0.0820
59 H -17.15 -5.24 12.49  0.1647
60 H -17.21 -7.59 13.37  0.3026
61 C -14.98 -3.74 9.22  -0.3623
62 C -13.46 -3.91 9.39  -0.2412
63 O -13.23 -4.70 10.61  -0.5595
64 H -15.32 -3.27 10.19  0.5406
65 H -15.53 -4.66 9.07  0.1846
66 H -15.21 -3.10 8.36  -0.2437
67 H -12.91 -2.94 9.34  0.2267
68 H -13.09 -4.57 8.62  0.1841
69 H -13.69 -4.34 11.37  0.3009
70 C -23.10 -0.86 5.85  -1.4017
71 C -21.98 -1.80 5.95  2.4013
72 O -22.15 -2.96 5.19  -0.5188
73 H -24.01 -1.20 6.41  0.2848
74 H -23.40 -0.75 4.81  0.3516
75 H -22.86 0.08 6.31  0.3115
76 H -21.76 -2.04 6.98  -1.2654
77 H -21.07 -1.33 5.60  -0.3059
78 H -22.69 -3.59 5.65  0.2093
79 C -18.90 -4.01 1.98  -1.2916
80 C -19.75 -3.55 3.17  0.9926
81 O -20.80 -2.71 2.80  -0.6537
82 H -18.16 -4.73 2.29  0.2216
83 H -18.41 -3.12 1.57  0.3416
84 H -19.54 -4.43 1.19  0.3668
85 H -19.00 -3.07 3.83  -0.2661
86 H -20.08 -4.44 3.71  -0.0366
87 H -21.53 -2.83 3.47  0.3427
88 C -17.50 -4.58 6.00  -1.0333
89 C -18.16 -3.71 7.08  1.0253
90 O -18.48 -4.48 8.22  -0.3249
91 H -16.73 -5.16 6.50  0.4051
92 H -17.36 -4.08 5.03  0.0116
93 H -18.21 -5.38 5.80  0.3426
94 H -19.07 -3.26 6.61  -0.5752
95 H -17.45 -2.89 7.43  0.0333
96 H -18.58 -3.93 9.02  0.1511
97 C -13.09 -4.01 5.55  -0.7364
98 C -13.99 -4.53 4.41  -0.0427
99 O -14.39 -5.86 4.61  -0.4712
100 H -12.68 -2.97 5.39  0.2805
101 H -12.24 -4.67 5.72  0.5305
102 H -13.71 -4.01 6.45  -0.1615
103 H -13.54 -4.48 3.41  0.4082
104 H -14.87 -3.87 4.41  -0.1009
105 H -13.62 -6.42 4.64  0.2179
106 C -14.93 -0.51 6.87  -1.4648
107 C -15.54 -1.05 5.57  1.1916
108 O -14.60 -1.04 4.51  -0.5450
109 H -14.40 0.42 6.74  0.5067
110 H -14.12 -1.10 7.28  0.3559
111 H -15.65 -0.38 7.67  0.3629
112 H -16.40 -0.47 5.22  -0.1617
113 H -15.86 -2.09 5.74  -0.5806
114 H -14.07 -0.21 4.57  0.3206
115 C -17.65 -9.24 3.58  -1.0916
116 C -16.45 -8.42 3.93  0.0006
117 O -16.70 -7.10 3.47  -0.4667
118 H -17.89 -9.06 2.54  0.2951
119 H -18.53 -8.97 4.17  0.1123
120 H -17.51 -10.32 3.74  0.3774
121 H -15.60 -8.99 3.44  0.2268
122 H -16.25 -8.45 5.05  0.2294
123 H -15.99 -6.44 3.73  0.3206

***

Q: Look up the largest force on an atom of the third one.
A: 2.3 eV/Å

***

Q: What is the HOMO level in the third record?
A: -9.06 eV

***

Q: Among the records above, which one has the lowest HOMO level?
A: C28H81N3O11